Entry from the OMol25 dataset: an isolated ion of composition C8H14BO5 and charge -1 (ωB97M-V with the def2-TZVPD basis set).

The calculation puts the LUMO energy at 0.09794 hartree. Its SMILES is C[C@@H](O)[C@@H]1CC[C@@H](CC(=O)[O-])OB1O. Its HOMO-LUMO gap is 6.8 eV. Its energy is -19440.282 eV. Its charge is -1.

Each line ends with the natural charge from an NBO analysis.
Positions of all 28 atoms, in Å:
C 1.938 2.102 -1.290  -0.632
C 2.006 0.870 -0.393  0.109
O 2.416 1.427 0.792  -0.706
C 0.698 0.078 -0.304  -0.536
C -0.646 0.842 -0.037  -0.404
C -1.846 -0.050 0.030  -0.422
C -1.749 -1.264 1.055  0.130
C -2.660 -2.423 0.611  -0.542
C -3.989 -2.524 1.384  0.768
O -4.229 -1.654 2.226  -0.782
O -4.628 -3.538 1.069  -0.784
O -0.383 -1.820 1.081  -0.728
B 0.731 -1.279 0.689  1.115
O 1.955 -1.897 0.701  -0.910
H 2.664 2.795 -0.890  0.195
H 0.917 2.549 -1.070  0.206
H 2.042 1.923 -2.342  0.195
H 2.702 0.114 -0.914  0.153
H 3.333 1.576 0.583  0.458
H 0.661 -0.430 -1.243  0.209
H -0.697 1.519 -0.865  0.190
H -0.515 1.353 0.903  0.202
H -2.754 0.470 0.212  0.229
H -1.949 -0.633 -0.918  0.184
H -1.934 -0.969 2.113  0.212
H -2.101 -3.373 0.778  0.217
H -2.844 -2.336 -0.373  0.192
H 1.946 -2.825 0.954  0.484

---

Entry from the OMol25 dataset: C20H41N2OP3Ru as an isolated structure (ωB97M-V with the def2-TZVPD basis set).

Its energy above the lowest of the compared OMol25 structures with the same formula, charge and spin is 0.3 kJ/mol. The spin multiplicity is 5. The calculation puts the LUMO energy (spin up / spin down) at -0.43920 / -0.57378 hartree. Its HOMO-LUMO gap (spin up / spin down) is 8.3 / 4.6 eV. Its energy is -56838.472 eV. The expectation value of S² is 6.06. Its charge is +4.

Each line ends with the natural charge from an NBO analysis.
Positions of all 68 atoms, in Å:
Ru 0.160 -0.145 1.087  0.345
P 1.647 -1.037 2.559  1.219
P 1.463 1.727 0.648  1.132
P -0.697 -2.231 0.528  1.094
H -0.514 2.008 -7.458  0.252
C -1.434 1.456 -7.256  -0.018
C -2.481 1.988 -6.600  -0.033
H -2.534 3.034 -6.278  0.256
C 3.054 -1.839 1.699  -0.937
C 2.464 0.125 3.719  -0.952
C 1.065 -2.298 3.751  -0.965
C 0.884 2.943 -0.605  -0.930
C 1.604 2.876 2.090  -0.944
C 3.224 1.473 0.158  -0.944
C -2.020 -2.173 -0.733  -0.941
C -1.567 -3.235 1.812  -0.930
C 0.547 -3.393 -0.166  -0.943
H -1.500 0.455 -7.700  0.241
H -3.385 1.385 -6.432  0.230
H 3.782 -2.188 2.441  0.294
H 3.529 -1.114 1.031  0.257
H 2.698 -2.691 1.112  0.262
H 3.147 -0.440 4.370  0.300
H 1.704 0.608 4.347  0.265
H 3.038 0.892 3.185  0.254
H 1.796 -3.116 3.792  0.296
H 0.089 -2.705 3.479  0.254
H 0.994 -1.836 4.744  0.286
H 1.427 3.896 -0.534  0.290
H -0.185 3.126 -0.444  0.250
H 1.010 2.527 -1.611  0.244
H 2.628 3.268 2.187  0.290
H 1.330 2.369 3.021  0.249
H 0.912 3.717 1.944  0.269
H 3.696 2.406 -0.193  0.292
H 3.240 0.739 -0.659  0.245
H 3.812 1.080 1.000  0.258
H -2.704 -3.020 -0.578  0.286
H -1.595 -2.221 -1.745  0.253
H -2.578 -1.232 -0.638  0.258
H -2.424 -3.758 1.358  0.291
H -1.955 -2.573 2.599  0.251
H -0.901 -3.989 2.255  0.272
H 0.082 -4.136 -0.830  0.288
H 1.073 -3.920 0.641  0.261
H 1.271 -2.806 -0.745  0.246
C -0.974 0.642 -2.075  0.394
C 0.220 0.113 -2.695  -0.241
C 0.204 -0.344 -4.000  -0.135
C -0.981 -0.340 -4.734  -0.120
C -2.094 0.333 -4.211  -0.222
C -2.098 0.873 -2.944  -0.131
O -1.120 0.862 -0.811  -0.572
H 1.122 -0.436 -0.151  0.001
H 1.136 0.054 -2.089  0.230
H 1.143 -0.707 -4.416  0.260
H -1.034 -0.773 -5.731  0.246
H -2.964 0.530 -4.825  0.233
H -2.967 1.402 -2.532  0.264
N -2.487 2.185 3.489  -0.459
C -2.455 1.060 4.314  -0.010
C -1.665 0.142 3.692  -0.098
N -1.195 0.698 2.510  -0.607
C -1.719 1.922 2.399  0.238
H -2.987 3.060 3.648  0.476
H -2.978 1.008 5.255  0.286
H -1.425 -0.863 4.006  0.239
H -1.577 2.577 1.548  0.236